131
Properties=species:S:1:pos:R:3:forces:R:3:mulliken_charge:R:1 method="wB97M-V/def2-TZVPD" multiplicity=1 charge=-1 lumo_energy_ev=-1.54 homo_ev=-5.51
I 1.056062 0.043955 -0.924917 -0.258 -0.002 0.004 0.253
I -1.133933 -0.421749 -3.708904 -0.293 -0.036 0.149 0.161
Br 4.736404 5.183255 5.999420 -0.024 0.321 0.073 0.105
Br 5.016608 7.346900 8.322238 -0.026 -0.023 -0.014 -0.048
Br 2.260339 5.806108 7.892639 0.041 0.012 -0.012 -0.016
K -5.034378 2.934930 1.231906 0.076 -0.295 1.617 0.915
Cl -4.041351 3.667318 -1.434084 -0.341 -0.384 -0.622 -0.351
S -6.711278 1.338067 -1.615697 -4.735 0.782 -0.971 1.119
P -3.287018 1.963140 -2.411152 1.595 0.064 0.052 0.515
F -6.650237 2.179779 -0.264458 0.559 -0.774 -1.483 -0.191
F -6.424611 -0.375582 2.241389 0.186 1.277 -0.688 -0.826
O -13.805243 -2.190947 0.262155 -0.107 -0.035 0.024 -0.608
O 4.014833 2.015938 6.537239 0.026 -0.048 -0.033 -0.649
O -12.405602 -0.447172 0.034971 -0.280 0.213 0.216 -0.487
O -12.360665 1.897644 -0.631361 0.182 -0.076 0.299 -0.522
O -2.915787 -1.768847 3.416018 0.243 0.234 0.056 -0.689
O -5.168784 -3.402936 1.102003 0.850 -0.617 -0.072 -0.316
O -2.099287 -2.995399 1.842173 0.081 0.217 0.715 -0.594
O -3.788772 2.038291 -3.950338 -0.616 0.078 0.657 -0.476
O -7.976365 0.737757 -1.556384 0.436 -1.189 0.726 -0.482
O -6.548336 2.169316 -2.748678 2.361 0.466 0.535 -0.523
O 8.009198 2.643625 -5.155140 0.099 0.017 -0.168 -0.523
O 1.641202 -1.298461 3.072708 0.005 -0.034 -0.120 -0.666
O 6.784353 -4.094132 -3.539125 0.004 0.013 -0.008 -0.634
O -13.657326 1.115301 1.281930 0.157 -0.303 -0.201 -0.516
O -0.990958 -2.722890 3.688236 -0.297 -0.096 -0.115 -0.723
O -4.891441 -2.099697 1.625143 0.304 0.009 0.000 -0.380
O -9.536657 2.730231 1.181534 0.075 0.093 -0.074 -0.674
O -15.366550 -0.240313 1.820167 -0.043 -0.096 -0.021 -0.603
O -11.219508 1.247906 1.336758 -0.266 0.135 -0.357 -0.500
O -5.196470 6.538190 -1.949233 -0.040 -0.128 -0.029 -0.594
O -10.945796 3.527677 -1.251664 0.106 0.021 0.027 -0.656
N -1.996770 -2.493452 3.013390 0.378 -0.377 -0.226 1.055
N -5.470147 0.175262 -1.439227 0.698 0.879 -0.084 1.005
N -5.973800 -0.935464 -0.952979 -0.287 0.453 -0.035 -0.819
N 5.574054 0.146470 -1.864089 -0.191 -0.191 0.035 0.323
C 6.292802 -0.858725 0.379155 -0.074 -0.134 0.048 -1.310
C -2.858469 -2.975892 -0.665616 0.446 0.378 -0.929 -0.887
C -5.139204 -1.903401 -0.714619 0.135 -0.621 0.402 0.395
C 7.941785 -0.570711 -2.524174 0.022 -0.138 -0.022 -0.927
C 3.100534 0.515098 3.390957 -0.016 0.023 0.128 -0.020
C 0.630617 -1.588580 7.152104 0.058 0.056 0.045 -0.715
C -3.755682 -1.826901 -0.943986 0.054 0.515 -0.229 -0.022
C -1.309477 -5.576047 -2.948605 0.118 0.024 -0.371 -0.710
C 9.054117 2.780697 -5.746555 0.034 -0.012 -0.009 0.785
C 6.439243 -0.510447 -2.825578 0.167 0.162 -0.341 -0.886
C -2.491584 -3.734922 -1.930293 -0.126 -0.263 -0.224 0.286
C -1.448569 -0.232422 0.765896 0.116 0.092 -0.245 -1.160
C 2.482363 0.253301 6.223105 -0.059 -0.055 -0.205 0.328
C -2.941610 -3.395304 -3.196057 -0.265 0.161 -0.171 -0.603
C 0.898062 -1.523761 5.793566 0.013 -0.164 0.007 -0.551
C 1.292594 -0.755125 8.045634 -0.060 -0.056 -0.012 -0.393
C 4.819497 2.488687 2.460768 -0.052 -0.042 -0.035 -0.897
C 5.964782 2.403281 -2.805457 0.073 -0.039 0.082 -1.381
C 9.379212 4.054090 -6.488577 -0.234 0.058 0.094 -1.176
C 1.833407 -0.603072 5.322170 0.054 0.084 0.116 0.054
C -1.081414 -5.297343 -0.491986 0.003 -0.105 -0.851 -1.721
C -5.767098 -3.118492 -0.122600 -0.992 -0.102 0.002 -0.875
C 5.219266 -0.633088 -0.691671 -0.132 -0.087 0.171 0.284
C -4.153834 0.433311 -1.718112 -0.992 0.182 0.304 0.887
C 4.229505 1.598839 1.568995 -0.104 0.141 0.196 0.026
C 4.562740 2.384999 3.816117 0.100 0.051 -0.063 -0.618
C 3.372722 0.615889 2.032078 0.087 0.086 -0.033 -0.707
C -11.287897 2.655685 -0.500798 -0.246 0.176 -0.518 0.659
C -1.752317 -5.215465 -4.209114 -0.252 0.262 0.031 -0.673
C -2.580125 -4.114925 -4.320913 -0.029 -0.039 -0.168 -1.083
C 10.092745 1.685608 -5.775578 -0.186 -0.108 0.143 -0.840
C -10.552266 2.232826 0.775326 0.445 -0.076 0.442 0.636
C -14.317777 -0.036945 1.281279 -0.273 0.460 0.327 0.579
C -13.504730 -1.051998 0.470565 0.406 -0.351 -0.326 0.590
C -1.814002 -0.418465 -1.719604 0.323 0.079 0.292 -2.287
C -3.271692 -0.601053 -1.470491 0.175 -0.678 -0.017 0.940
C 3.706372 1.393878 4.288163 -0.022 -0.006 -0.027 0.139
C -1.008619 -0.246505 -0.668649 0.346 -0.088 -0.283 0.877
C 2.215832 0.164272 7.582906 -0.033 -0.001 0.131 -0.591
C 3.448832 1.279836 5.752001 0.083 0.120 0.190 0.623
C 2.143710 -0.535135 3.864657 -0.087 -0.084 0.021 0.632
C 5.905992 1.526665 -1.563653 0.018 0.205 -0.201 0.036
C -1.654149 -4.846154 -1.821278 0.215 -0.336 0.705 1.010
C 4.176579 5.705850 7.759723 -0.004 -0.064 0.007 -0.318
B -12.413583 0.948954 0.506519 0.022 -0.058 0.062 1.121
H -3.232360 -3.627913 0.114404 -0.283 0.080 -0.085 1.149
H -3.928762 -2.129523 1.862051 -0.391 -0.502 0.427 0.263
H -1.506137 0.804609 1.097475 0.112 0.078 0.172 0.475
H 5.041525 2.326546 -3.382468 -0.005 -0.054 0.012 0.301
H 9.533979 3.840661 -7.547243 0.162 0.010 0.018 0.332
H 8.179542 -1.314939 -1.765785 0.020 0.059 0.059 0.289
H -2.959767 -3.817704 -5.287488 -0.028 0.057 -0.084 0.450
H -1.931981 -2.547587 -0.291335 0.056 -0.199 0.211 0.437
H -3.599072 1.156336 -4.313155 -0.017 0.101 -0.408 0.360
H 6.256083 -3.787864 -2.795620 -0.001 -0.050 0.036 0.360
H -0.052393 -4.945207 -0.434389 0.018 0.244 0.360 0.307
H 9.732987 0.831779 -5.205721 -0.013 0.009 0.009 0.076
H -5.205979 5.609275 -2.207464 -0.072 0.177 -0.089 0.305
H 6.310792 -0.012959 -3.791149 0.003 0.097 0.056 0.405
H 5.481606 3.263060 2.094740 0.012 0.008 -0.010 0.457
H 4.437571 1.678139 0.509712 -0.173 0.039 0.487 0.392
H -2.405055 -0.714453 0.937507 -0.158 0.036 -0.035 0.184
H 2.728731 0.818778 8.273813 0.048 0.064 -0.088 0.484
H 0.364181 -2.189583 5.123582 0.165 0.258 -0.124 0.651
H 6.626759 -3.441127 -4.227604 0.010 -0.013 -0.030 0.340
H 5.828403 -1.267571 1.279092 -0.024 0.034 0.005 0.448
H 4.367408 -0.137215 -0.213580 0.139 -0.132 -0.212 -0.629
H 5.023066 3.077999 4.508850 -0.052 -0.271 0.034 0.445
H 4.502757 4.931305 8.438174 -0.001 -0.020 0.000 0.339
H -3.589430 -2.543895 -3.358370 -0.128 0.060 0.143 0.430
H 11.023526 2.040917 -5.330959 0.067 0.017 -0.145 0.326
H -6.822821 -2.900328 0.041078 -0.129 0.136 -0.152 0.484
H 2.907669 -0.075201 1.341088 -0.039 -0.050 0.220 0.435
H 4.834646 -1.604940 -1.016416 0.052 0.011 -0.112 0.462
H -0.720526 -0.770713 1.364267 0.100 0.063 0.234 0.423
H 10.280023 4.508861 -6.073834 0.089 -0.055 -0.125 0.333
H 8.333680 0.394122 -2.199928 -0.036 0.023 -0.007 0.279
H 10.277530 1.372624 -6.804294 0.140 0.083 -0.004 0.336
H 8.551942 4.752372 -6.386387 -0.011 -0.010 0.010 0.302
H -1.492148 -5.763026 -5.101363 0.147 -0.202 0.024 0.412
H 6.094030 3.447143 -2.514495 0.017 0.002 0.009 0.457
H 6.067898 -1.524164 -2.992454 -0.111 0.003 0.189 0.359
H -1.659806 -4.973909 0.363407 0.145 0.058 0.217 0.239
H 6.800009 2.140354 -3.450313 -0.122 0.037 0.047 0.115
H -0.101576 -2.297103 7.515903 -0.015 -0.008 -0.024 0.454
H -5.688283 -3.955373 -0.818992 0.186 -0.281 0.168 0.262
H -1.011345 -6.380882 -0.525194 -0.099 -0.165 0.256 0.562
H -0.660579 -6.434939 -2.847720 0.035 -0.083 0.126 0.429
H -6.005576 6.894604 -2.330175 -0.013 0.058 0.058 0.320
H 8.483238 -0.855363 -3.429196 -0.014 0.001 -0.006 0.306
H 5.131093 1.926051 -0.901907 0.228 -0.125 -0.365 0.467
H 6.793360 0.067353 0.663247 0.004 0.013 -0.015 0.265
H 1.081780 -0.820166 9.105429 -0.003 0.003 0.001 0.396
H 6.858485 1.618437 -1.017662 -0.008 0.056 0.052 0.221
H 7.044100 -1.578590 0.056536 0.055 0.059 -0.039 0.382

***

20
Properties=species:S:1:pos:R:3:forces:R:3:mulliken_charge:R:1 method="wB97M-V/def2-TZVPD" multiplicity=1 e_above_lowest_ev=4.160 lumo_energy_ev=0.69 homo_ev=-8.05
Cl -3.049100 0.619133 0.888727 -0.758 0.322 0.363 -0.179
O 0.388127 -1.627384 -0.049234 0.736 -0.358 -0.804 -0.331
C -2.675829 -0.648242 -1.509722 1.149 -0.342 1.272 -0.417
C 0.129721 -0.362973 0.087631 -4.698 -1.816 -1.071 0.115
C -0.079074 2.032875 -0.271735 0.586 -2.415 -2.959 -0.761
C 2.153326 0.792815 0.513443 0.965 -0.065 0.947 -1.342
C 0.766589 0.762673 -0.007538 -0.328 2.112 1.439 0.751
C -2.249388 -0.231356 -0.334263 3.301 -0.179 0.297 -0.349
C -0.299096 -2.712845 0.615074 0.022 1.094 0.970 -0.548
H 2.147037 0.949773 1.598396 -0.207 -0.254 0.032 0.290
H -1.392133 -2.760607 0.364073 0.998 0.302 -0.136 0.270
H -3.656116 -0.559626 -1.884090 -1.060 0.078 -0.439 0.345
H 2.764141 1.608855 0.205500 0.217 0.819 -0.890 0.397
H -1.921800 -1.260867 -1.967837 -0.039 -0.055 -0.900 0.224
H 0.259847 -3.606047 0.225811 -0.687 0.766 1.025 0.220
H 0.175390 2.253819 -1.351140 -0.416 0.217 0.975 0.245
H -1.065533 1.586644 -0.292324 -0.218 0.792 -0.093 0.077
H -0.223714 -2.410920 1.711869 -0.017 -1.361 -1.144 0.291
H 2.737919 -0.102925 0.325780 -0.180 -0.275 -0.081 0.319
H -0.056160 2.940042 0.264979 0.633 0.619 1.198 0.384

***

19
Properties=species:S:1:pos:R:3:forces:R:3:mulliken_charge:R:1 method="wB97M-V/def2-TZVPD" multiplicity=1 e_above_lowest_ev=9.298 lumo_energy_ev="-0.04 / -0.04" homo_ev="-8.06 / -8.06"
O -1.659018 0.652112 1.083097 -0.152 -0.704 -1.051 -0.189
O -2.154279 -1.067522 -0.634716 -1.077 -0.073 -1.129 -0.480
O 2.134401 1.593372 -1.176910 -0.161 -0.429 0.076 -0.606
N 1.626277 -0.230250 0.322331 1.119 1.100 -2.194 -0.077
N -0.810291 -0.875953 -0.540713 0.990 -0.353 -2.338 0.656
C 1.321608 -0.342331 1.695180 -0.291 -0.788 0.156 -0.729
C 1.456052 -0.900430 -0.946956 2.271 -1.636 -1.549 -0.179
C -2.027696 1.564442 0.073882 0.940 -1.987 -4.085 -0.578
C -1.477474 -0.642914 0.616289 -0.125 0.206 4.022 -0.524
C 0.113961 -1.205979 -1.359534 -1.021 0.250 1.474 -0.269
C 1.848628 0.510511 -0.740387 0.312 1.370 0.598 0.526
H 0.451885 0.312510 1.888969 0.033 -1.144 0.367 0.320
H -0.116375 -1.801288 -2.195957 -0.429 -0.462 -0.969 0.467
H 1.264307 -1.466933 1.747554 -0.609 1.347 1.251 0.311
H 2.267243 -1.617818 -1.380781 -1.384 1.012 1.127 0.308
H 2.146694 0.073752 2.243774 0.527 -0.205 0.499 0.311
H -2.393607 2.433362 0.437359 -1.110 2.564 1.857 0.322
H -1.072532 1.915343 -0.567461 -2.096 -1.152 0.946 0.169
H -2.919783 1.096010 -0.565017 2.263 1.080 0.943 0.239

***

81
Properties=species:S:1:pos:R:3:forces:R:3:mulliken_charge:R:1 method="wB97M-V/def2-TZVPD" multiplicity=5 e_above_lowest_ev=1.377 charge=+2 lumo_energy_ev="-7.16 / -9.05" homo_ev="-13.94 / -13.89"
Ru 0.210177 -1.209820 -1.631220 0.163 3.685 2.703 -0.445
S -2.021308 -1.110736 -2.449546 0.658 -0.351 -0.352 0.005
O 0.177413 0.831176 -1.426777 0.393 -1.152 -0.006 -0.282
O 1.215326 -3.819289 -2.197516 -0.074 -0.088 -0.015 -0.108
O 0.333675 -2.992530 -2.336349 0.053 -2.146 -0.636 -0.007
N -1.999157 1.557375 -1.813051 0.154 0.389 0.030 0.173
N 0.312906 -1.391571 0.379849 -0.012 -0.247 -1.088 0.531
N 2.610209 -1.452435 0.846783 -0.052 -0.144 -0.183 0.169
N 1.104826 -1.561424 2.557494 -0.116 0.121 -0.133 0.333
N -4.006558 0.496414 -1.793056 0.392 -0.044 -0.148 0.378
C -0.658771 5.495804 -1.576850 -0.012 0.050 0.010 -0.776
C 2.366571 -2.356327 4.464086 -0.022 -0.053 -0.178 -0.699
C -3.538186 -0.849031 1.953034 -0.065 0.055 -0.048 -0.870
C 2.746549 -0.087902 3.661344 -0.210 -0.083 -0.022 1.577
C 4.960467 -1.144027 -1.910965 -0.007 -0.021 0.215 -0.759
C 5.426049 -1.522391 0.537056 -0.006 -0.024 -0.033 -1.533
C -1.443972 -3.722092 0.619062 0.026 -0.003 0.028 -1.235
C -1.418175 0.042862 1.294589 0.099 -0.025 -0.200 0.617
C 2.453819 1.059882 2.731941 0.023 -0.051 -0.001 -1.073
C 4.494356 -1.316715 -0.623841 -0.008 0.021 -0.080 0.904
C -5.357554 -1.024353 -3.261185 0.060 0.102 0.147 -1.099
C 1.318664 -1.456435 1.237304 0.174 -0.196 0.303 -0.323
C -2.682712 0.236194 1.815093 -0.050 0.018 0.045 -1.260
C -4.667794 1.806493 -1.640555 0.076 0.313 -0.101 -0.635
C 2.726815 -0.994574 -2.795136 0.644 0.053 -0.451 0.097
C 3.281280 -2.164202 5.482221 0.050 0.011 0.064 -0.656
C -0.230751 3.130813 -1.621292 0.313 -0.024 0.061 0.551
C 3.094008 -1.314559 -0.433929 0.040 0.154 -0.062 1.191
C 4.093324 -0.976386 -2.998664 -0.320 0.048 -0.172 -1.082
C -4.715077 2.594015 -2.948517 -0.006 -0.166 0.065 -1.134
C 2.225470 -1.161418 -1.516925 -1.127 -0.136 -0.292 -0.199
C -4.857154 -0.695452 -1.855308 -0.191 -0.228 -0.311 -0.937
C -1.131777 4.196554 -1.600104 -0.014 -0.045 -0.037 -0.236
C 1.143905 3.383945 -1.619064 -0.063 -0.047 -0.015 -0.380
C -1.873112 -2.341690 1.020480 0.339 0.159 0.045 1.626
C -0.703349 1.736055 -1.636129 -0.923 -0.034 -0.204 -0.172
C -3.135023 -2.116441 1.558411 -0.026 0.041 -0.029 -0.985
C 3.662082 0.075147 4.697814 0.032 -0.028 -0.018 -0.875
C 1.609373 4.685372 -1.602700 0.043 -0.012 0.008 -0.792
C 3.926399 -0.940987 5.600791 0.021 -0.049 -0.011 -0.704
C -2.689490 0.443600 -1.954849 -0.176 -0.094 0.259 0.407
C 2.102552 -1.330866 3.561366 0.297 0.096 0.247 -0.255
C -1.014774 -1.233830 0.895478 -0.482 0.026 0.322 -1.003
C 0.708187 5.742231 -1.578111 0.002 -0.015 0.030 -0.446
H -4.526131 -1.219548 -3.936286 -0.010 0.000 -0.050 0.296
H -4.127665 2.373906 -0.885194 -0.042 -0.032 0.073 0.405
H -5.206151 3.551725 -2.780122 -0.012 -0.009 0.016 0.386
H -4.524789 -0.705357 2.373980 0.003 -0.022 0.003 0.492
H -0.740811 0.879559 1.169253 0.038 -0.034 0.033 0.472
H -4.301018 -1.539530 -1.445864 -0.046 0.042 0.070 0.378
H 4.492496 -0.849195 -3.995912 0.022 0.001 0.020 0.471
H -3.710888 2.781334 -3.322898 0.010 0.024 -0.013 0.285
H 6.458746 -1.446656 0.206737 0.011 0.003 0.028 0.418
H 5.280310 -0.777663 1.324749 -0.003 0.012 -0.004 0.330
H -5.708443 -0.511458 -1.201717 0.079 0.009 0.105 0.485
H 4.631671 -0.777667 6.404250 0.013 0.002 -0.015 0.425
H 2.056749 -0.894930 -3.648564 0.020 0.035 -0.016 0.554
H -1.356924 6.321427 -1.553216 0.004 -0.002 -0.010 0.443
H 3.078181 1.026197 1.834681 -0.011 0.023 -0.018 0.238
H 2.660432 2.004621 3.229937 -0.019 0.010 -0.008 0.569
H 3.295041 -1.576431 1.584793 -0.094 0.019 0.094 0.099
H -1.373696 -3.813186 -0.464490 -0.009 -0.014 -0.113 0.135
H 3.495721 -2.964784 6.176409 -0.044 0.008 0.019 0.421
H 1.852733 -3.303784 4.354528 0.003 0.002 0.017 0.491
H -5.676400 1.619534 -1.279118 0.035 -0.088 0.060 0.453
H 0.169623 -1.792031 2.859170 -0.068 0.146 -0.037 0.322
H -2.194704 4.002465 -1.599727 -0.002 -0.033 0.008 0.377
H 5.296190 -2.516742 0.973490 0.010 0.014 0.033 0.413
H -5.276480 2.053373 -3.709212 -0.009 0.033 -0.015 0.337
H -5.955763 -0.210186 -3.667064 -0.009 -0.005 -0.010 0.306
H 1.833571 2.550949 -1.647460 0.028 0.032 0.016 0.420
H -5.984276 -1.914438 -3.218696 0.005 0.001 -0.012 0.430
H 4.160652 1.030485 4.805419 -0.010 0.002 0.006 0.474
H 2.673768 4.877745 -1.609129 -0.009 0.018 -0.009 0.441
H 6.029195 -1.143348 -2.081641 0.003 0.000 -0.012 0.457
H -0.469026 -3.982105 1.036437 -0.006 -0.026 -0.009 0.262
H -2.995399 1.224904 2.122877 0.004 -0.002 0.005 0.510
H -2.167427 -4.459424 0.959445 0.030 -0.016 0.013 0.506
H 1.410838 1.065889 2.413799 -0.021 0.022 -0.006 0.003
H 1.073436 6.760276 -1.553915 -0.011 0.002 -0.022 0.418
H -3.813062 -2.952413 1.677678 0.028 -0.017 0.004 0.481